Below is a single C7H10O3 molecule in a non-equilibrium geometry, with properties calculated with the ωB97M-V functional and the def2-TZVPD basis.

Structure (ORCA input):
```
! RIJCOSX wB97M-V def2-TZVPD def2/J DEFGRID3
* xyz 0 1
C 2.18 -0.73 0.55
C 1.00 -0.92 1.40
C -0.10 -0.95 0.39
C 0.31 -0.16 -0.85
C -0.69 0.41 0.09
C 2.18 0.58 -0.20
C -2.20 0.43 -0.37
O 3.02 -1.61 0.27
O 3.11 0.64 -1.23
O 1.95 1.82 0.30
H 1.03 -1.85 1.90
H 0.88 -0.22 2.12
H -0.71 -1.87 0.38
H 0.14 -0.29 -2.00
H -0.35 1.21 0.83
H -2.88 0.95 0.35
H -2.59 -0.69 -0.35
H -2.27 0.91 -1.31
H 3.55 -0.21 -1.35
H 2.17 2.41 -0.49
*
```

Lowest unoccupied orbital energy   0.6 eV
Molar mass   142.2 g/mol

Atom charges from the Mulliken analysis, given in e for atoms 1 to 2: atom 1 (C): 0.6735, atom 2 (C): -1.3470